Below is a 2-piece molecular cluster, C17H33BrClF5N2O5P2S overall, with properties calculated with ωB97M-V with the def2-TZVPD basis set.

Output
charge = 0
gap between HOMO and LUMO = 4.64 eV
highest occupied orbital energy = -6.433 eV

Last column: Löwdin charge in e.
Positions of all 67 atoms, in Å:
C  5.54244  1.17370  -0.15932  -0.184
C  4.15834  0.44000  0.42866  -0.430
P  3.27409  -0.29637  -1.08410  0.902
C  4.00847  -2.04055  -1.55049  -0.322
C  1.37450  -0.64259  -0.71178  -0.761
S  0.96011  -1.71973  -2.24707  0.676
C  1.49116  -1.70028  0.52468  -0.258
N  0.66463  -1.26186  1.69714  -0.205
P  0.41247  -2.53256  2.93921  1.056
O  1.22485  -2.13330  4.44670  -0.268
O  1.12826  -4.05581  2.45627  -0.316
C  -0.73749  -0.88651  1.17172  -0.591
O  -1.53215  -0.97568  2.39205  -0.181
Br  -1.59049  -2.40462  0.10441  0.891
C  -0.62972  0.54248  0.39707  -0.180
C  -2.06742  0.70777  -0.44734  -0.154
C  -3.43942  0.59872  0.39868  -0.286
C  -4.65870  0.52083  -0.75426  -0.126
C  -4.71706  -1.10544  -1.14329  -0.269
O  -5.88873  -1.47340  -1.94951  -0.243
C  -5.92519  -2.97322  -1.98744  -0.132
C  -0.37040  1.86657  1.32307  -0.072
F  1.13450  2.01306  1.41396  -0.023
F  -1.01709  3.12928  0.79416  0.030
C  -0.82646  1.92658  2.87428  -0.131
F  -0.52987  3.34744  3.31456  0.014
F  -2.29446  1.78912  3.12869  -0.038
F  0.01163  1.10601  3.82215  -0.002
N  0.55630  0.57663  -0.56810  -0.132
C  0.56107  1.51995  -1.67019  -0.168
C  1.21053  3.01293  -1.55089  -0.318
C  2.77444  3.12677  -1.12237  -0.095
O  1.18633  3.52368  -2.97107  -0.130
H  5.56589  2.32330  0.04903  0.079
H  6.49206  0.58429  0.20628  0.080
H  5.53787  1.05307  -1.34711  0.063
H  4.56763  -0.47288  1.08056  0.078
H  3.52065  1.14343  1.10974  0.067
H  3.42139  -2.92835  -1.06634  0.034
H  3.83017  -2.12879  -2.72496  0.049
H  5.15439  -2.12220  -1.32968  0.059
H  0.51394  -2.98473  -1.85700  -0.126
H  2.60025  -1.79116  0.96780  0.133
H  1.28297  -2.82114  0.16351  0.104
H  1.13958  -0.44169  2.13454  0.157
H  1.87764  -1.37828  4.32033  0.075
H  0.86884  -4.80022  3.07299  0.085
H  -2.33507  -1.56326  2.31906  0.098
H  -2.13816  1.77566  -0.98677  0.142
H  -2.10393  -0.01790  -1.39795  0.108
H  -3.68585  1.60417  0.99383  -0.160
H  -3.61664  -0.36985  1.02522  0.080
H  -5.70758  0.80127  -0.31525  0.122
H  -4.37943  1.16964  -1.71677  0.131
H  -3.71848  -1.44598  -1.70068  0.088
H  -4.76019  -1.79043  -0.16623  0.111
H  -6.71107  -3.38391  -2.77150  0.103
H  -4.87900  -3.43883  -2.29958  0.093
H  -6.20948  -3.44922  -0.95438  0.093
H  1.26010  1.06484  -2.53799  0.118
H  -0.43210  1.69220  -2.31197  0.157
H  0.60995  3.81535  -0.96765  0.149
H  3.47238  2.47601  -1.83972  0.070
H  3.02742  2.95346  0.00312  0.061
H  3.10311  4.25283  -1.35066  0.109
H  1.89240  3.02270  -3.50452  0.112
Cl  -4.51107  2.87699  1.99042  -0.279

***

Below is C17H33MgO6Si as an isolated structure, with properties calculated with ωB97M-V with the def2-TZVPD basis set.

Output
charge = +1
gap between HOMO and LUMO = 9.02 eV
highest occupied orbital energy = -11.067 eV

Last column: Löwdin charge in e.
Positions of all 58 atoms, in Å:
Mg  0.48451  0.37431  0.56950  0.660
C  3.69488  0.50802  1.26738  -0.134
C  3.43829  -0.12830  -0.08990  -0.127
O  2.29906  0.46822  -0.68590  -0.223
C  2.46593  1.73200  -1.32263  -0.132
C  1.07290  2.18187  -1.67893  -0.128
O  0.36232  2.28408  -0.42788  -0.191
C  -0.99173  2.77677  -0.51303  -0.111
C  -1.98151  1.63444  -0.43096  -0.137
O  -1.58522  0.88664  0.71733  -0.241
C  -2.46478  -0.15937  1.12682  -0.129
C  -1.62388  -1.26708  1.78544  -0.122
O  -0.32672  -0.79796  2.20776  -0.191
C  -0.23444  -0.27426  3.53195  -0.132
C  -0.58609  1.20075  3.56669  -0.129
O  0.11481  1.91283  2.54838  -0.167
C  1.30913  2.57212  2.94055  -0.141
C  2.47075  1.60864  3.01016  -0.143
O  2.41216  0.81321  1.82466  -0.183
H  4.26853  1.43487  1.18542  0.132
H  4.24265  -0.18164  1.91392  0.144
H  3.18903  -1.18441  0.00855  0.145
H  4.31352  -0.03755  -0.73566  0.145
H  3.08216  1.62540  -2.21780  0.149
H  2.93545  2.44974  -0.64167  0.141
H  0.58625  1.43967  -2.31695  0.142
H  1.09037  3.15560  -2.17038  0.144
H  -1.12149  3.34487  -1.43428  0.142
H  -1.11742  3.44152  0.33976  0.140
H  -1.94633  0.97854  -1.30585  0.128
H  -2.99158  2.03210  -0.30460  0.148
H  -2.97489  -0.58426  0.25986  0.134
H  -3.20694  0.26801  1.80522  0.133
H  -1.41329  -2.04396  1.05850  0.111
H  -2.14421  -1.69284  2.64388  0.136
H  0.79640  -0.44096  3.83907  0.126
H  -0.88375  -0.83880  4.20495  0.142
H  -0.36265  1.61392  4.55449  0.143
H  -1.64710  1.35324  3.37031  0.133
H  1.17965  3.09567  3.89145  0.141
H  1.49790  3.30925  2.16009  0.139
H  2.44688  0.96369  3.89121  0.132
H  3.40417  2.17613  3.03572  0.139
C  -0.16097  -3.78474  -3.87405  -0.189
Si  -1.45902  -2.80076  -2.97705  0.386
C  -2.38438  -1.72605  -4.18583  -0.192
C  -2.64935  -3.93372  -2.09748  -0.191
C  -0.66036  -1.73067  -1.72235  -0.204
C  -0.13117  -1.03584  -0.86104  -0.096
H  -0.62149  -4.44452  -4.61354  0.034
H  0.41985  -4.40006  -3.18443  0.032
H  0.53023  -3.12040  -4.39717  0.031
H  -2.85991  -2.34590  -4.95044  0.034
H  -1.71041  -1.03081  -4.69106  0.029
H  -3.16735  -1.14512  -3.69307  0.026
H  -3.13422  -4.62163  -2.79422  0.034
H  -3.43238  -3.35589  -1.59970  0.025
H  -2.13275  -4.52865  -1.34113  0.031

***

Below is one molecule with the formula C17H33NO2, with properties calculated with ωB97M-V with the def2-TZVPD basis set.

Output
charge = 0
gap between HOMO and LUMO = 9.11 eV
SMILES string = COC(=O)CCCCCCCCCCN1CCCCC1
highest occupied orbital energy = -8.236 eV
energy relative to the best compared isomer or geometry (same formula, charge and spin) = 18.7 kJ/mol

Last column: Löwdin charge in e.
Positions of all 53 atoms, in Å:
C  0.31778  -6.34363  -2.15980  -0.052
H  1.36449  -6.63337  -2.19926  0.091
H  -0.02609  -6.28467  -1.12513  0.096
H  -0.30160  -7.06694  -2.69380  0.096
O  0.23290  -5.06815  -2.78017  -0.042
C  -0.98484  -4.50943  -2.82342  -0.525
O  -1.96795  -5.03159  -2.36970  0.114
C  -0.94435  -3.16540  -3.51213  -0.095
H  -1.47068  -3.26993  -4.46363  0.128
C  -1.63515  -2.09790  -2.66021  -0.194
C  -0.85524  -1.81922  -1.37746  -0.207
C  -1.56451  -0.84081  -0.44048  -0.206
C  -1.78410  0.56114  -1.01219  -0.215
C  -0.48420  1.26223  -1.40267  -0.215
C  -0.67510  2.74483  -1.72673  -0.211
C  -1.00853  3.64028  -0.53013  -0.207
C  0.07642  3.65520  0.55494  -0.183
H  1.02084  3.31328  0.12793  0.104
H  0.22761  4.67756  0.90696  0.104
C  -0.29048  2.77580  1.76410  -0.202
N  0.74241  2.57718  2.75758  -0.180
C  1.86933  1.78349  2.31301  -0.209
C  2.68006  1.33048  3.52509  -0.188
C  3.16935  2.54557  4.30554  -0.213
C  1.97336  3.41563  4.67709  -0.188
C  1.18939  3.78542  3.41985  -0.210
H  0.30970  4.37536  3.68951  0.122
H  1.83208  4.40321  2.76598  0.123
H  1.31723  2.86116  5.34958  0.114
H  2.30264  4.32404  5.18495  0.107
H  3.70361  2.23009  5.20380  0.106
H  3.86163  3.12218  3.68641  0.110
H  2.04107  0.72155  4.16626  0.114
H  3.52323  0.72020  3.19586  0.108
H  1.48782  0.91071  1.77628  0.116
H  2.53358  2.34507  1.62996  0.122
H  -1.14932  3.22381  2.27553  0.124
H  -0.59285  1.78475  1.41879  0.103
H  -1.14819  4.65380  -0.91329  0.106
H  -1.95881  3.33468  -0.08905  0.100
H  0.24329  3.11919  -2.18706  0.110
H  -1.47388  2.84254  -2.46675  0.110
H  -0.06755  0.77578  -2.28728  0.108
H  0.24505  1.15550  -0.59846  0.098
H  -2.29818  1.15127  -0.25118  0.101
H  -2.44385  0.51086  -1.88016  0.109
H  -2.53513  -1.26139  -0.16688  0.114
H  -0.97488  -0.75564  0.47645  0.105
H  0.13697  -1.43940  -1.62854  0.111
H  -0.71809  -2.76185  -0.84151  0.115
H  -1.72697  -1.18437  -3.24848  0.109
H  -2.63744  -2.44836  -2.40720  0.121
H  0.09452  -2.90115  -3.70983  0.121

***

Below is a 2-piece molecular cluster, C17H34F6NO4P2 overall, with properties calculated with ωB97M-V with the def2-TZVPD basis set.

Output
charge = -1
gap between HOMO and LUMO = 4.82 eV
highest occupied orbital energy = -2.592 eV

Last column: Löwdin charge in e.
Positions of all 64 atoms, in Å:
C  -4.49782  -3.08000  -0.37427  0.019
C  -4.55049  -2.59904  -1.79298  -0.510
O  -5.50162  -2.81666  -2.52526  0.107
O  -3.45813  -1.89243  -2.21525  -0.048
C  -2.57452  -2.68577  -3.04083  -0.172
C  -1.50138  -1.77099  -3.60448  -0.152
C  -0.04648  -2.22113  -3.33718  -0.188
C  0.77626  -1.16067  -2.57851  -0.203
C  1.81079  -1.80751  -1.65159  -0.273
C  2.40507  -0.87999  -0.60375  -0.305
P  1.40801  -0.36146  0.88926  0.732
C  -0.26032  0.45042  0.97787  -0.324
C  -0.66464  1.23257  -0.29196  -0.228
C  -1.07652  2.67820  -0.04880  -0.074
C  -2.27217  2.89754  0.84715  -0.435
F  -1.97187  2.80257  2.16831  0.132
F  -2.73220  4.17438  0.63295  0.099
C  -3.49328  1.99625  0.57317  -0.498
F  -3.85655  2.10546  -0.73105  0.153
F  -4.53481  2.40554  1.34748  0.149
F  -3.24971  0.70109  0.85485  0.154
C  2.29185  1.34571  0.97756  -0.254
C  2.63059  1.75842  2.40527  -0.443
C  3.88903  1.14281  2.93683  -0.078
F  1.53614  1.52734  3.25088  -0.058
P  0.36588  -2.38705  1.21472  0.705
N  -0.67717  -2.69149  -0.13592  -0.194
O  1.60051  -3.52335  0.98399  -0.396
H  -3.86970  -3.96459  -0.33773  0.089
H  -5.49591  -3.34171  -0.06643  0.083
H  -4.07820  -2.33479  0.28688  0.080
H  -2.15340  -3.47871  -2.42752  0.111
H  -3.16081  -3.15385  -3.82301  0.121
H  -1.66095  -1.71924  -4.67507  0.106
H  -1.69819  -0.77457  -3.22836  0.107
H  -0.08983  -3.12655  -2.74710  0.087
H  0.41716  -2.45924  -4.28605  0.105
H  1.32507  -0.59084  -3.31939  0.114
H  0.06764  -0.54540  -2.04564  0.061
H  2.63294  -2.10558  -2.29906  0.113
H  1.41212  -2.73299  -1.26350  0.057
H  3.31777  -1.32986  -0.22304  0.088
H  2.74485  0.01559  -1.11096  0.075
H  1.97866  -0.64483  2.15793  0.020
H  -0.26624  1.13094  1.81752  0.076
H  -1.03179  -0.27507  1.20203  0.031
H  0.17596  1.27218  -0.97408  0.092
H  -1.46124  0.72247  -0.82435  0.095
H  -0.26329  3.26125  0.36185  0.134
H  -1.34607  3.11988  -0.99979  0.132
H  3.25076  1.32678  0.47269  0.078
H  1.72083  2.14632  0.51102  0.068
H  2.80582  2.82743  2.40020  0.106
H  3.99045  1.44683  3.96775  0.072
H  4.70148  1.64555  2.43350  0.074
H  3.93267  0.06095  2.81347  0.058
H  -0.87850  -1.87446  -0.69068  0.005
H  -1.52088  -3.14108  0.16602  -0.010
H  2.42602  -3.08141  1.19599  0.004
C  4.07369  4.84787  3.68954  -0.512
O  4.81709  3.73326  3.76549  -0.407
H  4.64089  5.81860  3.59887  0.024
H  3.35810  4.91133  2.80862  0.018
H  3.39057  5.04677  4.56387  0.030